{"formula": "C18H41LuN2P3S2", "method": "the ωB97M-V functional and the def2-TZVPD basis", "max_force_ev_per_a": 1.514, "charge": 3, "orbital_gap_ev": [2.546, 9.173], "total_energy_ha": -3875.003455, "symbols": ["Lu", "P", "P", "P", "H", "C", "C", "H", "C", "C", "C", "C", "C", "C", "C", "C", "C", "H", "H", "H", "H", "H", "H", "H", "H", "H", "H", "H", "H", "H", "H", "H", "H", "H", "H", "H", "H", "H", "H", "H", "H", "H", "H", "H", "H", "H", "C", "C", "C", "C", "C", "C", "S", "H", "H", "H", "H", "H", "H", "N", "C", "N", "S", "H", "H", "H", "H"], "xyz": [[-0.120, 0.238, -0.141], [-1.310, -1.781, 1.236], [2.365, 0.043, 1.123], [0.925, -1.715, -1.858], [-0.422, 2.510, -1.574], [-0.625, 1.544, -2.071], [-1.759, 0.801, -1.747], [-2.458, 1.149, -0.966], [-2.574, -1.473, 2.513], [-0.324, -3.036, 2.107], [-2.341, -2.721, 0.067], [3.505, 1.243, 0.344], [2.423, 0.517, 2.893], [3.302, -1.520, 1.152], [-0.206, -1.902, -3.284], [1.288, -3.423, -1.334], [2.451, -1.032, -2.595], [0.099, 1.292, -2.868], [-2.062, -0.140, -2.242], [-3.230, -0.673, 2.168], [-2.128, -1.132, 3.455], [-3.212, -2.342, 2.685], [0.259, -2.575, 2.911], [0.383, -3.556, 1.456], [-0.976, -3.787, 2.569], [-3.045, -2.043, -0.422], [-2.929, -3.459, 0.619], [-1.786, -3.231, -0.723], [4.486, 1.278, 0.834], [3.067, 2.247, 0.387], [3.663, 1.021, -0.717], [3.432, 0.519, 3.322], [1.814, -0.171, 3.490], [1.987, 1.511, 3.042], [4.247, -1.425, 1.699], [3.521, -1.889, 0.147], [2.699, -2.289, 1.647], [0.178, -2.538, -4.088], [-0.437, -0.923, -3.713], [-1.167, -2.315, -2.959], [1.759, -4.010, -2.130], [0.384, -3.955, -1.019], [1.958, -3.430, -0.470], [2.790, -1.593, -3.471], [3.278, -0.975, -1.882], [2.280, -0.002, -2.930], [1.561, 0.405, -7.419], [2.598, 1.121, -8.044], [2.297, 2.065, -9.027], [0.966, 2.295, -9.401], [-0.067, 1.575, -8.789], [0.225, 0.628, -7.806], [1.887, -0.755, -6.156], [3.239, -0.648, -6.111], [3.622, 0.918, -7.733], [3.100, 2.627, -9.505], [0.734, 3.036, -10.168], [-1.106, 1.746, -9.073], [-0.558, 0.052, -7.316], [-0.844, 0.847, 4.631], [-1.275, 1.505, 3.508], [-2.495, 2.068, 3.519], [-0.409, 1.635, 2.002], [-1.089, 1.201, 5.572], [-0.005, 0.282, 4.562], [-2.887, 2.287, 2.602], [-2.985, 2.389, 4.370]], "forces_ev_per_angstrom": [[0.568, 0.031, 0.660], [-0.880, -1.055, 0.372], [1.109, 0.087, 0.398], [-0.305, -0.132, -0.216], [-0.351, -0.246, -0.476], [1.219, 0.420, 0.056], [-0.994, -0.983, 0.209], [0.124, 0.105, -0.638], [-0.156, 0.813, 0.102], [0.445, -0.301, 0.082], [-0.262, -0.287, -0.177], [0.151, 0.247, -0.116], [-0.070, 0.281, 0.385], [0.099, -0.342, 0.000], [-0.187, 0.024, -0.237], [0.277, -0.268, 0.054], [0.331, 0.133, -0.272], [-0.757, 0.140, 0.260], [0.122, 0.849, 0.023], [-0.079, 0.059, -0.003], [-0.064, -0.233, -0.197], [0.298, -0.096, 0.002], [-0.094, 0.047, -0.080], [-0.107, 0.077, -0.024], [0.011, 0.140, -0.147], [0.035, 0.036, 0.072], [0.092, -0.046, -0.119], [0.090, 0.040, 0.137], [-0.219, -0.077, -0.009], [0.049, -0.105, 0.094], [-0.048, -0.090, 0.182], [-0.068, -0.135, -0.328], [0.116, -0.127, -0.190], [0.262, -0.202, -0.169], [-0.199, 0.086, -0.116], [0.022, 0.140, 0.084], [0.073, 0.090, 0.023], [0.114, -0.034, 0.236], [0.139, 0.001, 0.085], [0.187, -0.068, 0.068], [-0.078, 0.146, 0.038], [0.000, 0.237, -0.187], [-0.007, 0.094, -0.162], [-0.025, -0.184, 0.198], [-0.166, -0.211, -0.028], [-0.197, -0.109, 0.088], [0.485, -0.752, 0.823], [0.559, 1.033, -0.951], [0.962, -0.690, 0.791], [-0.064, 0.111, -0.116], [-0.401, -1.017, 0.972], [-1.094, 0.549, -0.617], [-0.175, 0.794, -0.988], [-0.308, 0.081, -0.167], [-0.135, 0.229, -0.262], [-0.211, -0.204, 0.156], [0.080, -0.213, 0.210], [0.315, -0.052, 0.054], [0.028, 0.222, -0.244], [0.020, 1.274, -0.816], [-1.141, -0.583, 0.664], [0.503, 0.163, 0.208], [-0.556, 0.212, 1.029], [-0.023, -0.530, -0.864], [-0.024, 0.544, 0.104], [0.234, 0.445, 0.704], [0.326, -0.613, -0.704]]}